# 1
Below is a gas-phase ion, C3H9N4 (charge +1) at a distorted geometry, with properties calculated with ωB97M-V/def2-TZVPD.

Output
SMILES string ... CC1=NN1[NH2+]CN
Total charge ... +1

Last column: Löwdin charge in e.
Element x y z (Å)
C: 3.01 -0.25 0.28  0.010
C: 1.71 -0.03 -0.29  -0.336
N: 0.88 -0.52 -1.09  0.195
N: 0.71 0.89 -0.71  0.020
N: -0.62 0.95 0.10  0.023
C: -1.91 -0.28 0.47  -0.166
N: -2.58 -0.55 -0.58  0.068
H: 3.34 0.68 0.63  0.073
H: 3.71 -0.83 -0.51  0.174
H: 2.88 -0.89 1.13  0.089
H: -0.56 1.41 1.09  0.169
H: -1.29 1.57 -0.36  0.121
H: -1.23 -1.12 0.77  0.142
H: -2.35 0.37 1.17  0.110
H: -2.27 -1.34 -1.21  0.162
H: -3.44 -0.06 -0.88  0.146

# 2
Below is C6H9N in the gas phase, with properties calculated with ωB97M-V/def2-TZVPD.

Output
SMILES string ... CC#CC[C@H]1CN1

Last column: Löwdin charge in e.
Element x y z (Å)
C: 2.08 1.04 1.54  -0.104
C: 1.69 -0.02 0.61  -0.089
C: 1.19 -0.81 -0.15  -0.048
C: 0.08 -1.41 -0.91  -0.162
C: -1.12 -0.68 -0.32  -0.363
C: -1.38 0.70 -0.76  -0.156
N: -2.29 -0.39 -1.14  0.022
H: 1.66 1.99 1.19  0.079
H: 3.16 1.15 1.63  0.071
H: 1.65 0.85 2.53  0.078
H: 0.00 -2.50 -0.80  0.111
H: 0.16 -1.19 -1.99  0.119
H: -1.27 -0.90 0.74  0.144
H: -0.79 1.10 -1.58  0.108
H: -1.70 1.44 -0.03  0.103
H: -3.11 -0.36 -0.54  0.088

Listing HOMO-LUMO gap for the structures above in their given order: 10.62 10.38 eV.
Listing energy above the lowest of the compared OMol25 structures with the same formula, charge and spin for the structures above in their given order: 133.4 73.2 kcal/mol.
Listing E_HOMO for the structures above in their given order: -13.770 -9.410 eV.